No. 1
Molecular formula: C4H7NO
Method: DFT, ωB97M-V with the def2-TZVPD basis set

The structure (SMILES) is CCOC1=NC1. The gap between HOMO and LUMO is 0.401 Ha. The energy above the lowest of the compared OMol25 structures with the same formula, charge and spin is 71.9 kcal per mole. As for the charge: 0. For the HOMO energy, the calculation gives -9.9 eV.

Element x y z (Å)
C 1.9608 0.4540 0.3055
C 0.9279 -0.6350 0.1517
O -0.2641 -0.3242 0.9006
C -1.2262 0.2019 0.1599
N -1.4877 1.1462 -0.6160
C -2.4981 -0.0455 -0.4330
H 2.1416 0.6543 1.3656
H 2.8987 0.1403 -0.1614
H 1.6183 1.3763 -0.1728
H 1.2649 -1.5939 0.5540
H 0.6512 -0.7771 -0.8996
H -3.4157 0.1391 0.1220
H -2.5718 -0.7364 -1.2767

No. 2
Molecular formula: C4H7NO
Method: DFT, ωB97M-V with the def2-TZVPD basis set

The gap between HOMO and LUMO is 0.348 Ha. The energy above the lowest of the compared OMol25 structures with the same formula, charge and spin is 108.4 kcal per mole. As for the charge: 0. For the HOMO energy, the calculation gives -8.9 eV.

Element x y z (Å)
C -1.7923 -0.3438 -0.2291
N -1.1223 0.6603 0.5517
C -0.5558 0.2931 -0.7341
C 0.6965 -0.3807 -0.3941
C 1.7857 0.2745 0.3216
O 1.1118 -0.3474 1.3417
H -1.7552 -1.3788 0.0684
H -2.7503 -0.0494 -0.6434
H -0.3441 0.3927 1.3308
H -0.5731 1.0384 -1.5198
H 0.7776 -1.4180 -0.6115
H 2.7962 -0.0954 0.1741
H 1.7253 1.3546 0.3437